[1]
The following is a quantum chemistry calculation of an isolated molecule of C2H3Cl2NS, from OMol25.

Results
**HOMO**: -0.342 Ha
**Kohn-Sham gap**: 9.564 eV
**LUMO level**: 0.2501 eV
**Energy**: -39491.51509 eV
**SMILES**: S/N=C\C(Cl)Cl
**Energy relative to the best compared isomer or geometry (same formula, charge and spin)**: 23.4 kcal/mol

CARTESIAN COORDINATES (ANGSTROEM)
Cl: 0.80196 1.77425 -0.51921
Cl: 1.60621 -1.04344 -0.97610
S: -2.22118 0.01869 -0.97674
N: -1.45710 -0.36328 0.47423
C: 1.00046 0.18842 0.20625
C: -0.23073 -0.37441 0.82037
H: -0.10739 -0.85105 1.74895
H: 1.80542 0.11311 0.95728
H: -1.19764 0.53770 -1.73505


[2]
The following is a quantum chemistry calculation of an isolated molecule of C2H3Cl2NSSi, from OMol25.

Results
**HOMO**: -0.393 Ha
**Kohn-Sham gap**: 9.119 eV
**LUMO level**: -1.5774 eV
**Energy**: -47372.05150 eV
**SMILES**: C[Si](Cl)(Cl)SC#N
**Energy relative to the best compared isomer or geometry (same formula, charge and spin)**: 40.2 kcal/mol

CARTESIAN COORDINATES (ANGSTROEM)
Cl: -1.44206 -0.44910 -2.65040
Cl: -1.13847 2.12135 -0.58396
S: 1.56921 0.56215 -1.44305
Si: -0.52140 0.33567 -0.96988
N: 2.36661 0.77517 1.75031
C: -0.69199 -0.82988 0.53044
C: 2.20176 0.69180 0.61843
H: -0.79880 -1.82441 0.23628
H: -1.57276 -0.62907 1.08280
H: 0.02790 -0.75368 1.42903


Look up the energy of the first one.
-39491.51509 eV